{"formula": "C23H33BaN7", "method": "the ωB97M-V functional and the def2-TZVPD basis", "elements": ["Ba", "C", "C", "C", "C", "C", "C", "C", "N", "N", "C", "C", "C", "C", "C", "C", "N", "C", "C", "C", "C", "C", "C", "N", "H", "H", "H", "H", "H", "H", "H", "H", "H", "H", "H", "H", "H", "H", "H", "H", "H", "H", "H", "H", "N", "C", "C", "N", "C", "C", "N", "H", "H", "H", "H", "H", "H", "H", "H", "H", "H", "H", "H", "H"], "positions_angstrom": [[0.611, -0.133, 0.091], [-2.818, 0.678, 0.416], [-2.721, -0.624, 1.241], [-2.594, -1.818, 0.332], [-3.641, -2.725, 0.212], [-3.547, -3.755, -0.708], [-2.406, -3.843, -1.492], [-1.407, -2.911, -1.294], [-1.476, -1.921, -0.397], [-1.554, 1.438, 0.330], [-1.374, 2.274, 1.526], [-0.838, 1.554, 2.741], [-1.335, 1.841, 4.004], [-0.716, 1.294, 5.118], [0.377, 0.461, 4.932], [0.778, 0.190, 3.638], [0.198, 0.723, 2.557], [-1.593, 2.293, -0.869], [-1.331, 1.535, -2.151], [-2.021, 1.850, -3.314], [-1.698, 1.196, -4.492], [-0.693, 0.239, -4.473], [-0.061, -0.015, -3.271], [-0.359, 0.617, -2.133], [-3.607, 1.317, 0.829], [-3.115, 0.412, -0.599], [-3.618, -0.737, 1.847], [-1.872, -0.579, 1.923], [-4.519, -2.618, 0.835], [-4.351, -4.471, -0.813], [-2.294, -4.619, -2.236], [-0.497, -2.959, -1.885], [-2.304, 2.789, 1.795], [-0.635, 3.047, 1.293], [-2.188, 2.497, 4.116], [-1.079, 1.516, 6.112], [0.902, 0.026, 5.770], [1.609, -0.483, 3.451], [-0.813, 3.053, -0.777], [-2.548, 2.825, -0.953], [-2.797, 2.604, -3.296], [-2.224, 1.427, -5.409], [-0.407, -0.295, -5.368], [0.735, -0.753, -3.211], [2.178, 2.056, -0.709], [3.566, 1.589, -0.911], [4.106, 0.993, 0.381], [3.390, -0.221, 0.821], [4.035, -1.491, 0.433], [3.528, -2.052, -0.888], [2.094, -2.395, -0.777], [1.835, 2.449, -1.581], [2.210, 2.836, -0.057], [4.232, 2.400, -1.216], [3.566, 0.844, -1.708], [3.996, 1.749, 1.163], [5.177, 0.801, 0.262], [3.409, -0.197, 1.835], [3.818, -2.227, 1.211], [5.123, -1.385, 0.376], [4.138, -2.921, -1.146], [3.646, -1.317, -1.685], [2.004, -3.159, -0.110], [1.788, -2.791, -1.661]], "forces_ev_per_a": [[1.209, -1.243, 0.484], [-0.051, -0.191, 0.088], [0.029, 0.014, -0.245], [-0.169, -0.163, 0.058], [0.047, -0.009, -0.017], [0.050, 0.039, 0.027], [-0.058, -0.040, -0.009], [0.067, -0.023, 0.038], [-0.329, -0.193, -0.093], [-0.707, 0.547, 0.056], [0.094, 0.041, 0.081], [-0.062, 0.094, 0.199], [-0.017, 0.018, -0.005], [0.060, -0.050, -0.077], [-0.040, -0.018, 0.086], [-0.012, 0.012, -0.031], [-0.156, 0.363, 0.734], [0.062, 0.045, -0.098], [-0.131, 0.108, -0.161], [-0.040, 0.001, 0.039], [0.053, -0.042, 0.051], [-0.039, 0.000, -0.052], [0.037, 0.007, -0.002], [-0.610, 0.492, -1.105], [0.038, 0.065, -0.045], [-0.030, 0.050, -0.001], [0.035, 0.012, 0.068], [-0.060, -0.021, 0.105], [-0.004, 0.006, -0.015], [0.008, 0.002, -0.020], [0.024, 0.007, 0.006], [-0.020, -0.005, -0.006], [0.014, 0.043, -0.041], [-0.062, 0.030, -0.047], [0.015, 0.009, -0.018], [0.007, 0.003, 0.000], [-0.020, -0.029, -0.014], [-0.011, -0.008, 0.034], [-0.034, 0.012, 0.045], [0.022, 0.047, 0.035], [-0.011, -0.023, 0.012], [0.009, 0.000, -0.002], [0.002, -0.003, 0.013], [-0.021, -0.004, -0.040], [0.227, 0.331, -0.128], [0.035, -0.071, 0.186], [-0.052, 0.040, -0.224], [0.367, 0.017, 0.323], [-0.072, -0.035, -0.210], [0.045, 0.060, 0.182], [0.213, -0.295, -0.163], [-0.015, 0.020, 0.001], [-0.048, 0.026, -0.005], [-0.001, -0.033, -0.076], [0.014, 0.036, -0.035], [0.068, -0.013, 0.032], [0.000, 0.003, 0.047], [-0.033, -0.007, -0.033], [0.074, 0.007, 0.037], [0.000, -0.012, 0.053], [0.014, 0.033, -0.061], [0.017, -0.042, -0.037], [-0.049, -0.022, -0.019], [0.010, -0.043, 0.018]], "mulliken_charge": [1.96, -0.98, -0.20, 0.09, -0.89, -0.39, -0.92, -0.35, 0.33, 0.54, -1.07, 0.67, -1.04, -0.48, -0.94, -0.24, 0.20, -0.81, 0.16, -0.84, -0.51, -0.93, -0.53, 0.64, 0.44, 0.58, 0.47, 0.12, 0.44, 0.44, 0.44, 0.26, 0.22, 0.45, 0.48, 0.45, 0.45, 0.41, 0.46, 0.32, 0.50, 0.45, 0.48, 0.47, -0.45, -0.41, -0.99, 0.10, -1.07, -0.45, -0.39, 0.17, 0.18, 0.46, 0.21, 0.47, 0.29, 0.17, 0.46, 0.32, 0.46, 0.25, 0.20, 0.19], "total_energy_ha": -1304.66427, "total_charge": 2, "homo_lumo_gap_ev": 9.9}

***

{"formula": "C4H7NO3S", "method": "the ωB97M-V functional and the def2-TZVPD basis", "elements": ["C", "C", "C", "C", "N", "O", "O", "O", "S", "H", "H", "H", "H", "H", "H", "H"], "positions_angstrom": [[2.098, 0.833, 0.074], [-0.310, 1.245, -0.605], [-0.069, -1.588, -0.697], [0.621, 0.445, 0.293], [0.560, -0.991, 0.212], [2.443, 1.762, -0.594], [2.948, 0.024, 0.701], [-2.243, 1.021, 1.225], [-2.029, 0.687, -0.384], [-0.246, 2.305, -0.363], [-0.085, 1.109, -1.662], [-0.616, -1.134, -1.519], [-0.044, -2.670, -0.667], [0.398, 0.697, 1.343], [-2.255, 0.207, 1.739], [2.477, -0.719, 1.122]], "forces_ev_per_a": [[-0.750, -0.154, 0.004], [-0.399, -0.383, 0.504], [0.217, -0.391, -0.175], [0.115, 0.552, -0.183], [0.141, -0.407, 0.434], [0.152, 0.028, 0.082], [0.612, -0.097, 0.278], [-0.069, 0.306, 0.144], [-0.142, 0.547, -0.184], [0.046, -0.026, -0.113], [0.006, 0.060, -0.080], [0.065, 0.082, 0.033], [-0.046, -0.184, -0.108], [0.026, 0.017, -0.211], [0.123, -0.173, -0.106], [-0.097, 0.224, -0.318]], "mulliken_charge": [0.47, -1.01, -0.36, 0.52, -0.51, -0.55, -0.48, -0.48, 0.07, 0.43, 0.43, 0.22, 0.28, 0.24, 0.34, 0.39], "total_energy_ha": -835.24486, "homo_lumo_gap_ev": 9.3}

***

{"formula": "C4H9N", "method": "the ωB97M-V functional and the def2-TZVPD basis", "elements": ["C", "C", "C", "C", "N", "H", "H", "H", "H", "H", "H", "H", "H", "H"], "positions_angstrom": [[2.025, 0.256, 0.062], [0.953, -0.778, -0.299], [-0.365, -0.160, -0.548], [-0.921, 0.475, 1.521], [-0.749, 0.812, 0.238], [1.685, 0.745, 0.966], [3.005, -0.201, 0.180], [2.109, 1.034, -0.708], [0.813, -1.483, 0.546], [1.249, -1.384, -1.157], [-1.093, -0.723, -1.131], [-3.751, 0.182, -1.242], [-1.045, 1.371, 2.170], [-3.916, -0.147, -0.597]], "forces_ev_per_a": [[-0.212, 0.022, -0.297], [0.620, 0.266, -0.943], [-0.021, 0.734, 0.048], [-0.094, 2.201, 0.036], [-0.203, -4.104, 1.447], [0.389, 0.124, 0.292], [-0.057, -0.027, 0.221], [-0.073, -0.264, 0.075], [-0.368, 0.286, 0.087], [0.033, -0.045, -0.012], [-0.002, 0.686, -0.587], [-0.020, -0.020, 0.033], [-0.018, 0.127, -0.365], [0.026, 0.016, -0.035]], "mulliken_charge": [-1.07, -0.38, 0.06, -0.46, -0.15, 0.28, 0.34, 0.30, 0.32, 0.32, 0.28, -0.01, 0.15, 0.01], "total_energy_ha": -212.36367, "homo_lumo_gap_ev": 7.3}

***

{"formula": "C6H12N2", "method": "the ωB97M-V functional and the def2-TZVPD basis", "elements": ["C", "C", "C", "C", "N", "H", "H", "H", "H", "H", "H", "H", "C", "C", "N", "H", "H", "H", "H", "H"], "positions_angstrom": [[-0.136, -1.853, -0.348], [-0.820, -0.566, 0.036], [1.283, 0.792, 1.884], [-2.171, -0.417, -0.084], [1.204, 0.367, 3.017], [0.337, -0.035, 3.374], [-0.359, -0.092, 0.923], [-0.670, -2.359, -1.153], [0.867, -1.651, -0.733], [-0.051, -2.511, 0.517], [-2.755, -1.079, -0.709], [-2.685, 0.440, 0.328], [1.691, 1.354, 0.726], [-0.163, 0.832, -1.338], [0.408, 0.286, -2.334], [-0.011, 0.521, -3.233], [-0.963, 1.580, -1.417], [1.852, 2.425, 0.742], [0.683, 1.141, -0.371], [2.458, 0.823, 0.173]], "forces_ev_per_a": [[0.305, 0.401, -0.535], [-1.769, -1.432, 1.970], [1.318, 0.773, -0.610], [1.090, 0.112, -0.154], [-0.533, -0.040, 0.038], [0.063, -0.039, -0.173], [-0.174, 0.256, -0.816], [-0.057, -0.032, 0.126], [-0.043, -0.039, 0.064], [-0.083, -0.026, 0.035], [0.007, -0.021, -0.137], [-0.024, -0.007, 0.162], [0.943, -0.224, 1.866], [2.427, 2.259, 0.464], [0.305, -0.044, -0.388], [-0.328, -0.244, 0.096], [-0.257, -0.284, -0.011], [-0.424, 0.083, -0.027], [-2.519, -1.160, -1.799], [-0.250, -0.292, -0.171]], "mulliken_charge": [-1.20, 0.57, 0.70, -0.82, -0.51, 0.29, -0.25, 0.37, 0.30, 0.35, 0.25, 0.34, -0.92, -0.29, -0.57, 0.22, 0.41, 0.37, 0.12, 0.29], "total_energy_ha": -345.10942, "homo_lumo_gap_ev": 8.0}